a.
Formula: C20H29N3O4S
Source: OMol25
Level of theory: ωB97M-V/def2-TZVPD

## Properties
HOMO-LUMO gap   9.05 eV
Charge   0

Last column: natural (NBO) charge in e.
Cartesian coordinates (Å):
C -4.26554 -1.41617 -0.87654  -0.716
C -2.81859 -1.21940 -1.27210  0.701
O -2.50693 -0.65460 -2.29970  -0.612
N -1.88638 -1.68295 -0.39056  -0.453
C -0.50110 -1.55839 -0.55195  0.154
C 0.22074 -1.25807 -1.69545  -0.230
C 1.60671 -1.25671 -1.60910  -0.158
C 2.23495 -1.53370 -0.41175  -0.345
S 4.02982 -1.62715 -0.35047  2.313
O 4.41869 -1.89595 1.00628  -0.959
O 4.43362 -2.53851 -1.37840  -0.929
N 4.63212 -0.13609 -0.75297  -0.853
C 4.63117 0.86979 0.27950  -0.223
C 3.23323 1.31368 0.73279  -0.531
C 2.37099 1.77386 -0.43258  0.707
O 2.74821 1.69633 -1.59234  -0.673
N 1.16255 2.27687 -0.10947  -0.437
C 0.67690 2.39252 1.25059  -0.206
C -0.80374 2.76686 1.26968  -0.397
C -1.56302 1.89519 0.27068  -0.222
C -3.07113 2.08897 0.38740  -0.599
C -1.07806 2.21090 -1.15288  -0.408
C 0.31914 2.83530 -1.14858  -0.230
C 1.51621 -1.81754 0.74008  -0.224
C 0.14294 -1.82875 0.66112  0.023
C -0.88514 -2.11170 1.71649  -0.443
C -2.15058 -2.36861 0.87798  -0.024
C -2.32938 -3.86813 0.63635  -0.616
H -4.88736 -1.02170 -1.67578  0.248
H -4.48896 -0.87753 0.04207  0.229
H -4.49873 -2.46704 -0.73219  0.228
H -0.27929 -1.05111 -2.62625  0.260
H 2.20580 -1.05789 -2.48273  0.237
H 4.23533 0.21448 -1.61587  0.429
H 5.18912 1.72954 -0.09914  0.213
H 5.16235 0.43837 1.13014  0.229
H 2.74165 0.47803 1.23489  0.237
H 3.33743 2.12874 1.45230  0.231
H 1.25878 3.14353 1.80280  0.192
H 0.80372 1.42881 1.75644  0.198
H -1.18863 2.61599 2.27982  0.215
H -0.94012 3.81926 1.01790  0.201
H -1.32522 0.85074 0.49818  0.193
H -3.57838 1.52303 -0.38944  0.213
H -3.43253 1.75665 1.35897  0.201
H -3.32929 3.13909 0.26875  0.206
H -1.08542 1.29865 -1.74763  0.236
H -1.76159 2.91640 -1.62740  0.205
H 0.25033 3.91841 -0.99328  0.182
H 0.82392 2.65833 -2.09885  0.254
H 2.04977 -2.04247 1.65062  0.248
H -0.62720 -2.96983 2.33427  0.229
H -1.00693 -1.24499 2.37244  0.220
H -3.04290 -1.95347 1.35146  0.211
H -1.41604 -4.28133 0.21422  0.219
H -3.14389 -4.06518 -0.05528  0.211
H -2.54412 -4.37335 1.57444  0.216

---

b.
Formula: C20H29N3O4S
Source: OMol25
Level of theory: ωB97M-V/def2-TZVPD

## Properties
HOMO-LUMO gap   9.34 eV
Charge   0

Last column: natural (NBO) charge in e.
Cartesian coordinates (Å):
C 6.61324 5.03416 2.06903  -0.714
C 5.94302 3.79292 1.51843  0.688
O 6.35748 3.17927 0.56593  -0.589
N 4.81901 3.45930 2.22915  -0.607
C 3.93970 2.39466 2.03871  0.169
C 4.11253 1.44385 1.03190  -0.200
C 3.20262 0.41180 0.90194  -0.164
C 2.12718 0.32421 1.76509  -0.367
S 0.97091 -1.02412 1.56606  2.317
O -0.06483 -0.88084 2.55844  -0.958
O 1.68957 -2.26550 1.53699  -0.943
N 0.43927 -0.71773 0.00823  -0.674
C 0.02400 -1.87863 -0.74734  -0.237
C -1.34992 -2.37296 -0.29789  -0.414
C -2.40097 -1.25877 -0.44049  -0.309
C -2.66318 -0.98202 -1.91907  0.703
O -2.07741 -0.10536 -2.53214  -0.658
N -3.55191 -1.79072 -2.54753  -0.455
C -4.41243 -2.76809 -1.92170  -0.217
C -5.69070 -2.17189 -1.30041  -0.410
C -6.16735 -0.88966 -1.98430  -0.400
C -6.25435 -0.98411 -3.51082  -0.407
C -4.95305 -0.57539 -4.20039  -0.403
C -3.79960 -1.54851 -3.95754  -0.215
C -1.91488 -0.00386 0.29841  -0.420
C -0.48920 0.38672 -0.09592  -0.240
C 1.94415 1.25823 2.76658  -0.159
C 2.84839 2.29303 2.90459  -0.258
H 5.93080 5.88058 2.02807  0.228
H 6.91291 4.87299 3.10249  0.228
H 7.49341 5.25685 1.47336  0.245
H 4.58151 4.06303 3.00475  0.396
H 4.95515 1.52356 0.36596  0.254
H 3.31623 -0.33740 0.13576  0.237
H 0.77843 -2.64908 -0.58348  0.238
H 0.00747 -1.59810 -1.80454  0.215
H -1.62883 -3.25148 -0.88335  0.211
H -1.28010 -2.65925 0.75449  0.223
H -3.33095 -1.57929 0.03416  0.221
H -3.86372 -3.33046 -1.16400  0.211
H -4.69579 -3.47829 -2.70273  0.204
H -6.47630 -2.92804 -1.35432  0.206
H -5.52720 -1.94986 -0.24382  0.203
H -5.49677 -0.06902 -1.72071  0.200
H -7.15135 -0.64670 -1.57755  0.213
H -7.04214 -0.31302 -3.85981  0.213
H -6.53483 -1.99706 -3.80704  0.191
H -4.65440 0.41170 -3.84291  0.209
H -5.11631 -0.50615 -5.27769  0.209
H -4.00596 -2.50781 -4.44043  0.186
H -2.88494 -1.12811 -4.38193  0.238
H -2.58280 0.83284 0.08604  0.217
H -1.93187 -0.20934 1.37009  0.236
H -0.12214 1.18136 0.55778  0.210
H -0.47570 0.73441 -1.13168  0.243
H 1.09573 1.15599 3.42468  0.244
H 2.71365 3.02719 3.68658  0.209

---

Stability check: which of them is least stable? b.

---

a.
Formula: C4H9OP
Source: OMol25
Level of theory: ωB97M-V/def2-TZVPD

## Properties
HOMO-LUMO gap (alpha / beta)   7.00 / 7.03 eV
Charge   0

Last column: natural (NBO) charge in e.
Cartesian coordinates (Å):
C -2.03489 -1.76479 0.45297  -0.392
C -3.13298 -1.93487 -0.29517  -0.398
C 2.34220 1.47925 0.18414  -0.630
C 2.71175 0.30930 -0.81934  -0.049
O 1.67622 -0.68025 -0.83216  -0.797
P 1.22249 -1.64810 0.51637  0.497
H -1.17921 -2.41225 0.36980  0.194
H -1.93189 -0.81038 1.12037  0.190
H -3.98922 -1.25802 -0.30333  0.203
H -3.04980 -2.76220 -0.96721  0.193
H 1.59063 2.12044 -0.26464  0.215
H 2.13221 1.03827 1.19221  0.218
H 3.25786 1.96419 0.30767  0.206
H 3.55204 -0.10883 -0.40091  0.162
H 3.01052 0.60476 -1.82575  0.189

---

b.
Formula: C4H9OP
Source: OMol25
Level of theory: ωB97M-V/def2-TZVPD

## Properties
HOMO-LUMO gap   7.28 eV
Charge   0

Last column: natural (NBO) charge in e.
Cartesian coordinates (Å):
C 0.58102 1.25945 0.75730  -0.445
C -0.17243 1.18788 -0.59465  -0.427
C 0.70704 -1.22349 -0.24303  -0.644
C -0.11341 0.02001 0.24339  0.230
O -1.29938 -0.35285 0.85630  -0.660
P -2.95585 -0.29041 -0.30148  -0.127
H 0.15781 1.90926 1.66949  0.238
H -1.09396 1.71471 -0.66497  0.260
H 0.45494 1.29167 -1.47605  0.226
H 1.61850 1.29019 0.56847  0.216
H 1.35210 -0.86491 -1.04436  0.219
H 0.03497 -1.93481 -0.79735  0.230
H 1.38421 -1.79053 0.38788  0.222
H -1.37939 -0.97456 1.51927  0.531
H -2.65826 -1.36049 -1.30257  -0.070

---

Stability check: which of them is least stable? b.